Version one
Entry from OMol25: the molecule C8H9NO (ωB97M-V/def2-TZVPD).

Results
HOMO: -7.977 eV
Structure (SMILES): Cn1cccc1C1(O)C=C1
HOMO-LUMO gap: 9.0 eV

Structure (ORCA input):
```
! wB97M-V def2-TZVPD RIJCOSX def2/J DEFGRID3
* xyz 0 1
C 0.4373 1.0813 1.4593
N -0.5168 0.5272 0.5410
C -1.8224 0.9017 0.4779
C -2.4587 0.1427 -0.4647
C -1.4986 -0.7344 -0.9959
C -0.3045 -0.4787 -0.3576
C 0.9820 -1.1718 -0.6050
O 0.9466 -2.5509 -0.2966
C 2.3233 -0.5272 -0.5487
C 1.8568 -0.7352 -1.7499
H 0.3087 2.1646 1.5162
H 0.2985 0.6640 2.4612
H 1.4435 0.8605 1.1198
H -2.2002 1.6859 1.1045
H -3.4917 0.2038 -0.7448
H -1.6593 -1.4632 -1.7677
H 0.1852 -2.9430 -0.7381
H 3.1428 -0.2377 0.0643
H 1.9908 -0.6843 -2.8020
*
```

Let us look at the Löwdin charges, expressed in e, one per atom: atom 1 (C): -0.0075, atom 2 (N): -0.1048, atom 3 (C): -0.1063, atom 4 (C): -0.0923, atom 5 (C): -0.0503, atom 6 (C): -0.1884, atom 7 (C): -0.4283, atom 8 (O): 0.0159, atom 9 (C): 0.0303, atom 10 (C): 0.0860, atom 11 (H): 0.0962, atom 12 (H): 0.0995, atom 13 (H): 0.0636, atom 14 (H): 0.1121, atom 15 (H): 0.0896, atom 16 (H): 0.1025, atom 17 (H): 0.0898, atom 18 (H): 0.0961, atom 19 (H): 0.0962


Version two
Entry from OMol25: the molecule C8H9NO (ωB97M-V/def2-TZVPD).

Results
HOMO: -8.029 eV
Structure (SMILES): c1cc2n(c1)CC[C@]21CO1
HOMO-LUMO gap: 9.0 eV

Structure (ORCA input):
```
! wB97M-V def2-TZVPD RIJCOSX def2/J DEFGRID3
* xyz 0 1
C -2.4886 1.1531 -0.0006
C -1.2142 1.6747 0.2403
C -0.3203 0.6181 0.0286
N -1.0036 -0.5329 -0.1228
C -2.2883 -0.2576 -0.2450
C -0.1538 -1.6129 -0.5103
C 1.1375 -1.3200 0.2454
C 1.1197 0.2797 0.0715
C 2.4040 0.9564 0.4051
O 2.0130 0.6916 -0.8958
H -3.3964 1.6450 -0.0548
H -0.8033 2.6446 0.4782
H -2.9824 -1.0526 -0.4189
H -0.0609 -1.5269 -1.6143
H -0.4796 -2.6588 -0.3029
H 0.9335 -1.3553 1.3645
H 2.0081 -1.8760 -0.1711
H 2.1615 1.9549 0.7537
H 3.4140 0.5749 0.7490
*
```

Let us look at the Löwdin charges, expressed in e, one per atom: atom 1 (C): -0.0533, atom 2 (C): -0.0233, atom 3 (C): -0.1731, atom 4 (N): -0.0973, atom 5 (C): -0.0683, atom 6 (C): -0.1407, atom 7 (C): -0.0525, atom 8 (C): -0.3633, atom 9 (C): -0.0941, atom 10 (O): -0.0034, atom 11 (H): 0.0623, atom 12 (H): 0.1026, atom 13 (H): 0.1092, atom 14 (H): 0.1435, atom 15 (H): 0.1333, atom 16 (H): 0.1429, atom 17 (H): 0.1340, atom 18 (H): 0.1029, atom 19 (H): 0.1385


Version three
Entry from OMol25: a cluster of 2 separate species, C8H9NO in total (ωB97M-V/def2-TZVPD).

Results
HOMO (alpha / beta): -9.231 / -8.300 eV
HOMO-LUMO gap (alpha / beta): 9.7 / 8.5 eV

Structure (ORCA input):
```
! wB97M-V def2-TZVPD RIJCOSX def2/J DEFGRID3
* xyz 0 1
C -0.2843 0.7583 -2.4298
C -0.1122 -0.5871 -2.2470
C -0.1680 1.5778 -1.3030
C 0.0551 -1.1162 -1.0014
C 0.3294 1.0862 -0.0783
C 0.2905 -0.2765 -0.0608
C -0.2967 -2.1367 2.2711
C 0.3007 2.0489 1.1370
N 0.8816 -1.5271 1.9574
O 0.6601 -2.8490 1.5684
H -0.3274 1.0708 -3.4778
H -0.2435 -1.2243 -3.0619
H -0.2312 2.6533 -1.3905
H 0.3434 -2.1640 -0.8161
H -0.5884 -2.5664 3.3823
H -1.2166 -1.8929 1.6829
H -0.6829 2.6148 0.8144
H 0.2838 1.6245 2.0632
H 1.0065 2.9055 0.9899
*
```

Let us look at the Löwdin charges, expressed in e, one per atom: atom 1 (C): -0.0753, atom 2 (C): -0.1010, atom 3 (C): -0.0558, atom 4 (C): -0.1189, atom 5 (C): -0.2378, atom 6 (C): 0.0098, atom 7 (C): -0.3235, atom 8 (C): -0.0217, atom 9 (N): 0.0773, atom 10 (O): -0.0785, atom 11 (H): 0.1128, atom 12 (H): 0.0897, atom 13 (H): 0.1085, atom 14 (H): 0.1268, atom 15 (H): 0.1535, atom 16 (H): 0.1080, atom 17 (H): 0.1126, atom 18 (H): 0.0268, atom 19 (H): 0.0867


Which structure wins on stability? version two wins.


Version one
Entry from OMol25: the ion C4H11N2 with charge +1 (ωB97M-V/def2-TZVPD).

Results
HOMO: -13.479 eV
Structure (SMILES): CC/C([NH3+])=C/N
HOMO-LUMO gap: 10.0 eV

Structure (ORCA input):
```
! wB97M-V def2-TZVPD RIJCOSX def2/J DEFGRID3
* xyz 1 1
C 1.9838 -0.5581 -0.7957
C 1.4231 0.2208 0.4687
C -0.1674 0.1772 0.3996
N -0.8201 1.4949 0.1724
C -0.9507 -0.8979 0.2677
N -2.3291 -0.7216 0.0527
H 1.7381 -1.6047 -0.8317
H 1.5918 -0.1006 -1.7211
H 3.1288 -0.4339 -0.7720
H 1.5837 1.3417 0.3647
H 1.7472 -0.2442 1.4506
H -0.5079 1.7574 -0.7610
H -0.4491 2.1239 0.9135
H -1.8771 1.4089 0.1026
H -0.5416 -1.9039 0.1670
H -2.6653 -1.5712 -0.3556
H -2.8881 -0.4887 0.8776
*
```

Let us look at the Löwdin charges, expressed in e, one per atom: atom 1 (C): -0.0908, atom 2 (C): -0.1528, atom 3 (C): -0.2503, atom 4 (N): 0.2110, atom 5 (C): -0.1209, atom 6 (N): 0.0389, atom 7 (H): 0.0573, atom 8 (H): 0.0772, atom 9 (H): 0.1065, atom 10 (H): 0.1140, atom 11 (H): 0.1308, atom 12 (H): 0.1717, atom 13 (H): 0.1858, atom 14 (H): 0.1776, atom 15 (H): 0.1385, atom 16 (H): 0.0911, atom 17 (H): 0.1144


Version two
Entry from OMol25: the ion C4H11N2 with charge +1 (ωB97M-V/def2-TZVPD).

Results
HOMO: -15.438 eV
Structure (SMILES): CC[N@@+]1(C)CN1
HOMO-LUMO gap: 12.6 eV

Structure (ORCA input):
```
! wB97M-V def2-TZVPD RIJCOSX def2/J DEFGRID3
* xyz 1 1
C -1.8818 0.4931 -0.1981
C -0.7592 0.4682 0.8242
N 0.4338 -0.1328 0.1729
C 0.6428 -1.5191 -0.2340
C 1.2169 0.8891 -0.6894
N 1.5902 0.4957 0.5924
H -2.5044 1.4163 -0.0804
H -1.5668 0.3529 -1.1300
H -2.5097 -0.3434 -0.1181
H -1.0977 -0.0499 1.8367
H -0.2721 1.5249 1.0937
H 1.5744 -1.7345 -0.6405
H 0.5676 -2.0484 0.7525
H -0.1591 -2.0139 -0.8031
H 0.6323 1.7610 -0.6953
H 1.6271 0.3801 -1.4945
H 2.4658 0.0609 0.8108
*
```

Let us look at the Löwdin charges, expressed in e, one per atom: atom 1 (C): -0.0542, atom 2 (C): -0.1324, atom 3 (N): -0.2670, atom 4 (C): 0.0309, atom 5 (C): 0.0469, atom 6 (N): 0.0629, atom 7 (H): 0.1216, atom 8 (H): 0.0319, atom 9 (H): 0.0706, atom 10 (H): 0.1788, atom 11 (H): 0.1701, atom 12 (H): 0.0862, atom 13 (H): 0.1322, atom 14 (H): 0.1227, atom 15 (H): 0.1213, atom 16 (H): 0.1226, atom 17 (H): 0.1549


Which structure wins on stability? version one wins.